Record 1
{"formula": "C34H96N12O10", "method": "ωB97M-V with the def2-TZVPD basis set", "symbols": ["C", "O", "N", "N", "H", "H", "H", "H", "C", "O", "N", "N", "H", "H", "H", "H", "C", "C", "C", "O", "C", "N", "H", "H", "H", "H", "H", "H", "H", "H", "H", "H", "H", "C", "C", "C", "O", "C", "N", "H", "H", "H", "H", "H", "H", "H", "H", "H", "H", "H", "C", "C", "C", "O", "C", "N", "H", "H", "H", "H", "H", "H", "H", "H", "H", "H", "H", "C", "C", "C", "O", "C", "N", "H", "H", "H", "H", "H", "H", "H", "H", "H", "H", "H", "C", "C", "C", "O", "C", "N", "H", "H", "H", "H", "H", "H", "H", "H", "H", "H", "H", "C", "C", "C", "O", "C", "N", "H", "H", "H", "H", "H", "H", "H", "H", "H", "H", "H", "C", "C", "C", "O", "C", "N", "H", "H", "H", "H", "H", "H", "H", "H", "H", "H", "H", "C", "C", "C", "O", "C", "N", "H", "H", "H", "H", "H", "H", "H", "H", "H", "H", "H"], "coordinates": [[-2.4198, 0.2236, 2.8673], [-2.2244, 0.6691, 1.7278], [-1.4607, -0.4247, 3.5506], [-3.6912, 0.2533, 3.4607], [-0.5376, -0.5511, 3.0996], [-1.5018, -0.5686, 4.5463], [-3.9684, -0.3959, 4.1907], [-4.4944, 0.6090, 2.9818], [0.8634, -0.6175, 0.4810], [1.0196, -0.1710, 1.6314], [-0.3484, -0.5989, -0.1797], [1.9691, -1.0511, -0.2159], [-1.1845, -0.2232, 0.2662], [-0.3965, -1.2690, -0.9428], [2.8217, -0.7125, 0.1658], [1.8811, -1.3544, -1.1827], [0.3299, 1.7721, -2.7396], [0.6770, 0.6883, -3.7533], [-0.5179, 0.3902, -4.6424], [-0.3224, -0.8128, -5.2784], [-1.2203, -1.1497, -6.3033], [1.8022, 1.1335, -4.5550], [-0.4674, 1.3644, -2.1490], [0.0073, 2.6521, -3.3013], [1.1628, 2.0958, -2.0456], [0.9923, -0.2506, -3.2586], [-0.7460, 1.2062, -5.3677], [-1.4242, 0.2352, -3.9111], [-1.2532, -2.2008, -6.4447], [-0.8092, -0.7036, -7.2821], [-2.2585, -0.7635, -6.2752], [2.7021, 1.0166, -4.1251], [1.8137, 0.6586, -5.4440], [3.0360, 5.3205, -1.6376], [2.5378, 5.9108, -0.3750], [1.5418, 4.9834, 0.3268], [0.3512, 4.8757, -0.4667], [-0.5100, 3.9728, 0.2234], [3.5993, 6.1815, 0.6209], [2.2605, 4.9218, -2.2035], [3.6848, 4.4505, -1.4257], [3.7675, 5.9713, -2.1795], [1.9574, 6.8602, -0.5039], [1.3776, 5.4527, 1.2542], [2.0334, 3.9520, 0.5892], [-0.1148, 2.9270, 0.1878], [-1.5186, 3.9976, -0.0658], [-0.5893, 4.1628, 1.3045], [3.2623, 6.8177, 1.3264], [4.4076, 6.6331, 0.1599], [3.2885, 3.5307, 4.2536], [2.6655, 2.2345, 3.5994], [1.1320, 2.3478, 3.7026], [0.8122, 2.6008, 5.0651], [-0.5968, 2.5808, 5.2500], [3.1342, 1.9499, 2.2063], [4.3908, 3.6560, 4.2034], [3.1067, 3.4402, 5.3338], [3.0340, 4.4873, 3.8374], [2.9912, 1.4024, 4.1770], [0.6985, 1.4503, 3.2768], [0.8800, 3.2639, 3.1178], [-1.0611, 3.3630, 4.6815], [-0.7720, 2.7149, 6.3087], [-1.0681, 1.6389, 4.9283], [3.1515, 2.7457, 1.6563], [2.4382, 1.2904, 1.7644], [4.4726, -0.7028, 3.1437], [5.1541, -1.2054, 1.8985], [4.8691, -2.6907, 1.6835], [5.4347, -3.0187, 0.4528], [4.9278, -4.3098, 0.1281], [4.7221, -0.4716, 0.7032], [4.9663, 0.2115, 3.4412], [4.5767, -1.4271, 3.9784], [3.4130, -0.5880, 2.9303], [6.2262, -1.1208, 2.0296], [3.8382, -2.9047, 1.6103], [5.2667, -3.2335, 2.5529], [3.8375, -4.1537, -0.0931], [5.0372, -4.9393, 1.0381], [5.4985, -4.7865, -0.6593], [5.3440, -0.5193, -0.1320], [4.6085, 0.5030, 0.9213], [0.1448, -4.9962, -4.1899], [0.8812, -4.3282, -3.0688], [2.0417, -3.5217, -3.6254], [2.9358, -2.9738, -2.6119], [3.9517, -2.1345, -3.1778], [0.0086, -3.4971, -2.2023], [-0.5655, -4.3648, -4.7168], [-0.4713, -5.7417, -3.7063], [0.8654, -5.5055, -4.8384], [1.3541, -5.0496, -2.4326], [1.6649, -2.7520, -4.2343], [2.5809, -4.1793, -4.3072], [3.4764, -1.2768, -3.7317], [4.5424, -2.7564, -3.8957], [4.5774, -1.6338, -2.4438], [-0.5406, -2.7427, -2.6428], [-0.6480, -4.0430, -1.6810], [-5.0428, 5.5443, -1.7364], [-4.6036, 4.1652, -1.3177], [-4.2559, 3.9984, 0.1488], [-5.4493, 4.1021, 0.8782], [-5.2449, 4.0086, 2.2488], [-5.5169, 3.1120, -1.7337], [-6.0989, 5.6345, -1.5797], [-4.8029, 5.7047, -2.7915], [-4.5205, 6.2730, -1.1178], [-3.6415, 3.9025, -1.7304], [-3.4662, 4.6342, 0.4668], [-3.8140, 2.9659, 0.2953], [-5.2425, 3.0287, 2.6700], [-6.0670, 4.4597, 2.7287], [-4.3611, 4.6516, 2.5503], [-5.4361, 3.1246, -2.7280], [-6.4671, 3.4900, -1.5028], [-4.5427, -2.3925, 0.6700], [-5.2656, -2.0091, -0.6232], [-4.3912, -2.0937, -1.8665], [-3.1408, -1.5263, -1.6584], [-3.2043, -0.1287, -1.6056], [-6.6035, -2.6215, -0.9705], [-4.0782, -3.3532, 0.4883], [-5.2279, -2.4559, 1.5436], [-3.6592, -1.6933, 0.8280], [-5.4416, -0.9632, -0.6161], [-4.8752, -1.6002, -2.7338], [-4.2249, -3.1572, -2.0684], [-3.6385, 0.1724, -2.6304], [-2.1755, 0.1877, -1.5139], [-3.7736, 0.3095, -0.8005], [-6.6284, -3.6211, -0.7254], [-7.3321, -2.0992, -0.4942], [-1.3903, -3.6422, 1.3675], [0.1047, -3.8152, 1.7294], [0.2642, -4.7500, 2.9612], [1.6606, -4.9284, 3.2605], [2.0387, -6.3057, 3.4615], [0.7113, -4.3970, 0.5328], [-2.0115, -3.1359, 2.1452], [-1.7592, -4.6561, 1.1117], [-1.5377, -3.0379, 0.4858], [0.5072, -2.8724, 2.0303], [-0.2328, -5.7222, 2.8193], [-0.1474, -4.1687, 3.8413], [2.0190, -6.8909, 2.5026], [1.3931, -6.7994, 4.1310], [3.0419, -6.4180, 3.8664], [1.5640, -4.9256, 0.7475], [0.9099, -3.6725, -0.1562]], "smiles": "COC[C@H](C)N.COC[C@H](C)N.COC[C@H](C)N.COC[C@H](C)N.COC[C@H](C)N.COC[C@H](C)N.COC[C@H](C)N.COC[C@H](C)N.NC(N)=O.NC(N)=O", "gap_ev": 9.173}



Record 2
{"formula": "C35H105N21O14", "method": "ωB97M-V with the def2-TZVPD basis set", "symbols": ["C", "O", "N", "N", "H", "H", "H", "H", "C", "O", "N", "N", "H", "H", "H", "H", "C", "O", "N", "N", "H", "H", "H", "H", "C", "O", "N", "N", "H", "H", "H", "H", "C", "O", "N", "N", "H", "H", "H", "H", "C", "O", "N", "N", "H", "H", "H", "H", "C", "O", "N", "N", "H", "H", "H", "H", "C", "C", "C", "O", "C", "N", "H", "H", "H", "H", "H", "H", "H", "H", "H", "H", "H", "C", "C", "C", "O", "C", "N", "H", "H", "H", "H", "H", "H", "H", "H", "H", "H", "H", "C", "C", "C", "O", "C", "N", "H", "H", "H", "H", "H", "H", "H", "H", "H", "H", "H", "C", "C", "C", "O", "C", "N", "H", "H", "H", "H", "H", "H", "H", "H", "H", "H", "H", "C", "C", "C", "O", "C", "N", "H", "H", "H", "H", "H", "H", "H", "H", "H", "H", "H", "C", "C", "C", "O", "C", "N", "H", "H", "H", "H", "H", "H", "H", "H", "H", "H", "H", "C", "C", "C", "O", "C", "N", "H", "H", "H", "H", "H", "H", "H", "H", "H", "H", "H"], "coordinates": [[2.4434, -0.0717, -3.3850], [2.4249, 0.6641, -2.3789], [1.3954, -0.2865, -4.2091], [3.4936, -0.8923, -3.6635], [1.5842, -0.8118, -5.0397], [0.5595, 0.2577, -3.9896], [4.2779, -0.9396, -3.0392], [3.5118, -1.3816, -4.5380], [0.1143, -5.5389, 0.4069], [-0.6883, -6.3882, 0.7891], [-0.1851, -4.2593, 0.1232], [1.4099, -5.8800, 0.1132], [0.3918, -3.6160, -0.3927], [-1.1252, -4.0117, 0.3822], [1.9063, -5.1252, -0.3317], [1.7294, -6.8265, 0.1651], [5.5916, 3.9063, 1.3468], [4.8598, 2.9184, 1.5147], [5.1038, 5.1113, 0.9820], [6.9408, 3.8227, 1.3518], [4.0972, 5.1943, 0.9100], [5.7241, 5.8544, 0.7248], [7.4958, 4.6357, 1.1600], [7.3700, 3.0327, 1.8041], [2.4784, 4.0278, -1.1651], [2.6454, 5.1348, -0.6132], [1.5538, 3.7538, -2.1039], [3.1712, 2.9012, -0.8431], [1.1461, 2.8457, -2.1927], [0.9842, 4.5466, -2.3884], [3.9240, 2.9419, -0.1674], [2.7450, 2.0574, -1.2365], [-1.7792, 0.2402, 3.6904], [-2.3486, 0.6731, 2.6867], [-2.2671, 0.3047, 4.9586], [-0.5629, -0.3529, 3.6477], [-1.5709, 0.1199, 5.6689], [-3.1391, 0.7818, 5.1000], [-0.2449, -0.9701, 4.3703], [-0.0390, -0.2283, 2.7844], [-4.3992, -3.2614, 0.2617], [-4.7656, -2.1958, -0.2573], [-3.1453, -3.5777, 0.6756], [-5.2430, -4.3101, 0.3430], [-3.0788, -4.3624, 1.2978], [-2.3956, -2.8971, 0.5688], [-4.8596, -5.2249, 0.4887], [-6.1934, -4.1524, 0.0552], [-4.1068, 1.5550, -0.4021], [-4.7687, 1.6125, -1.4511], [-3.6438, 2.6060, 0.3172], [-3.8963, 0.3996, 0.2693], [-3.7509, 3.5586, 0.0178], [-3.3507, 2.3585, 1.2465], [-4.2301, -0.4514, -0.1776], [-3.4714, 0.3017, 1.1713], [-2.5578, 5.4197, -1.3806], [-1.3116, 6.0482, -0.7699], [-0.8489, 5.3581, 0.5219], [-1.8183, 5.4836, 1.5427], [-1.6464, 4.5843, 2.6201], [-0.2446, 6.0889, -1.7790], [-2.8130, 5.9871, -2.2782], [-3.4307, 5.5576, -0.7400], [-2.4287, 4.3527, -1.5602], [-1.5790, 7.0769, -0.5031], [-0.0134, 5.9601, 0.8972], [-0.5160, 4.3454, 0.2786], [-0.5878, 4.5456, 2.9091], [-1.8818, 3.5325, 2.4361], [-2.1711, 5.0172, 3.4690], [0.5409, 6.5686, -1.3498], [-0.5018, 6.5741, -2.6277], [-5.8102, -4.4473, -5.3948], [-5.2736, -4.1606, -4.0187], [-3.8198, -3.7494, -4.0797], [-3.0261, -4.7844, -4.7019], [-1.7191, -4.3772, -5.0016], [-6.0271, -3.0101, -3.4698], [-5.2627, -5.2745, -5.8480], [-5.7338, -3.5470, -6.0114], [-6.8724, -4.6931, -5.4175], [-5.4667, -5.0284, -3.3848], [-3.3129, -3.6596, -3.1135], [-3.7538, -2.8550, -4.7054], [-1.1423, -5.2834, -5.1964], [-1.2358, -4.0002, -4.0893], [-1.7506, -3.6753, -5.8384], [-5.6598, -2.8133, -2.5394], [-5.6697, -2.1668, -3.9311], [1.3279, 1.9783, 6.4970], [0.1993, 1.8573, 7.5263], [-0.9257, 2.8684, 7.3913], [-0.4684, 4.1891, 7.2878], [-1.4909, 5.1586, 7.4320], [-0.3411, 0.5099, 7.3163], [1.7258, 2.9929, 6.5707], [0.9800, 1.9060, 5.4654], [2.0931, 1.2208, 6.6582], [0.5212, 1.9324, 8.5714], [-1.6560, 2.7380, 8.2010], [-1.4904, 2.7128, 6.4591], [-1.9100, 5.2844, 8.4313], [-2.3154, 4.9722, 6.7350], [-1.0212, 6.0701, 7.0649], [-1.1227, 0.3790, 7.9566], [0.4140, -0.0722, 7.6660], [1.4865, -4.9171, -3.2700], [2.4835, -3.7398, -3.4394], [3.3227, -3.5558, -2.1611], [2.5868, -3.2689, -0.9752], [3.3635, -2.5826, -0.0104], [3.3466, -3.9680, -4.5714], [2.0460, -5.8253, -3.0316], [0.9290, -5.0303, -4.1977], [0.8511, -4.7936, -2.3914], [1.8895, -2.8340, -3.5776], [4.0318, -2.7345, -2.3171], [4.0304, -4.3774, -1.9927], [4.3199, -3.0826, 0.1524], [2.8153, -2.4884, 0.9251], [3.4588, -1.5651, -0.4049], [2.8280, -4.0741, -5.4318], [3.9288, -4.7882, -4.4619], [-4.0482, 1.9647, -4.6897], [-3.7157, 0.4645, -4.8398], [-2.4574, 0.0207, -4.0487], [-1.2704, 0.7012, -4.4942], [-1.0106, 1.8669, -3.7715], [-4.8356, -0.3664, -4.3787], [-5.0097, 2.2289, -5.1393], [-3.3389, 2.5931, -5.2341], [-4.1570, 2.3058, -3.6598], [-3.5196, 0.3365, -5.9062], [-2.3158, -1.0226, -4.3391], [-2.5324, 0.0320, -2.9577], [-0.5937, 1.6738, -2.7793], [-1.7710, 2.6470, -3.7614], [-0.1717, 2.3018, -4.3288], [-5.6417, -0.1562, -4.9581], [-5.0412, 0.0328, -3.4589], [0.1168, -1.8817, -1.5102], [0.0246, -1.3560, -0.0766], [0.7412, 0.0007, 0.0251], [0.7891, 0.5181, 1.3278], [1.8058, 1.4877, 1.5247], [-1.4193, -1.1943, 0.1605], [-0.2482, -1.1248, -2.2058], [-0.5531, -2.7349, -1.6257], [1.1626, -2.1326, -1.6935], [0.4499, -2.0456, 0.6564], [0.2302, 0.7523, -0.5843], [1.7544, -0.2869, -0.2776], [1.8745, 1.7830, 2.5723], [1.5895, 2.4524, 1.0610], [2.7757, 1.1216, 1.1925], [-2.0627, -0.8390, -0.5336], [-1.4826, -0.5851, 0.9718], [4.3870, 0.5833, 3.8257], [5.7215, -0.1126, 3.5938], [5.5486, -1.6092, 3.7892], [4.3806, -2.1224, 3.2058], [4.2144, -3.5156, 3.2036], [6.2036, 0.1723, 2.2383], [3.8208, 0.1764, 4.6672], [3.7439, 0.2788, 2.9982], [4.3956, 1.6708, 3.8550], [6.4481, 0.1845, 4.3551], [5.5110, -1.8897, 4.8511], [6.4234, -2.1395, 3.3863], [3.8533, -3.7817, 4.2074], [5.2071, -3.9610, 3.0937], [3.4228, -3.8796, 2.5541], [5.6315, 0.8937, 1.8192], [6.2540, -0.6600, 1.6711]], "gap_ev": 8.819}



E / Ha: -2762.36246, -3599.92258
HOMO / eV: -8.6424, -8.4585